(1)
Here is a single C2H7ClNOPS molecule from the Open Molecules 2025 dataset. Energies are from ωB97M-V/def2-TZVPD.

```
! RIJCOSX wB97M-V def2-TZVPD def2/J DEFGRID3
* xyz 0 1
C 0.351 1.578 0.084
N -0.230 0.250 0.084
C -0.740 -0.191 1.369
P 0.486 -0.890 -0.893
O -0.691 -1.924 -1.206
S 1.549 0.106 -2.972
Cl 1.606 -2.086 0.226
H 0.740 1.777 -0.912
H -0.420 2.307 0.323
H 1.168 1.673 0.807
H 0.029 -0.146 2.147
H -1.569 0.456 1.658
H -1.098 -1.215 1.285
H -1.180 -1.695 -1.999
*
```

Summary:
* HOMO energy: -0.310 Ha
* SMILES: CN(C)[P@@](O)(=S)Cl
* orbital gap: 7.92 eV

Results of the Mulliken charge analysis, in e, for atoms 1 through 5:
1 C -0.80
2 N 0.04
3 C -0.99
4 P 0.60
5 O -0.52

(2)
Here is a single C2H7ClNOPS molecule from the Open Molecules 2025 dataset. Energies are from ωB97M-V/def2-TZVPD.

```
! RIJCOSX wB97M-V def2-TZVPD def2/J DEFGRID3
* xyz 0 1
C -1.262 0.824 0.599
N -0.431 -0.224 0.153
C -0.682 -0.919 -1.108
P 1.310 -0.032 0.216
O 1.657 0.516 1.695
S 2.309 -1.601 -0.354
Cl 1.748 1.386 -1.032
H -0.700 1.477 1.262
H -1.680 1.412 -0.342
H -2.247 0.446 1.125
H 0.165 -1.538 -1.350
H -1.621 -1.441 -1.139
H -0.731 -0.186 -1.830
H 2.164 -0.120 2.103
*
```

Summary:
* HOMO energy: -0.332 Ha
* SMILES: CN(C)[P@@](O)(=S)Cl
* orbital gap: 9.67 eV

Results of the Mulliken charge analysis, in e, for atoms 1 through 5:
1 C -0.74
2 N -0.07
3 C -0.98
4 P 0.78
5 O -0.47

(3)
Here is 2 unconnected molecules or ions with the total composition C2H7ClNOPS from the Open Molecules 2025 dataset. Energies are from ωB97M-V/def2-TZVPD.

```
! RIJCOSX wB97M-V def2-TZVPD def2/J DEFGRID3
* xyz 0 1
O -2.633 1.169 1.598
P -1.775 1.828 0.629
S -2.224 1.957 -1.260
Cl -0.426 2.958 1.553
C 0.180 -1.880 0.102
C 0.446 -0.435 -0.504
N 1.929 -0.036 -0.555
H -0.690 -2.306 -0.295
H 1.093 -2.498 -0.147
H -0.036 -1.770 1.147
H 0.220 -0.393 -1.563
H -0.295 0.273 0.052
H 2.067 0.744 -1.191
H 2.144 0.389 0.434
*
```

Summary:
* HOMO energy: -0.363 Ha
* SMILES: O=P(=S)Cl.CCN
* orbital gap: 8.52 eV

Results of the Mulliken charge analysis, in e, for atoms 1 through 5:
1 O -0.49
2 P 0.78
3 S -0.25
4 Cl -0.13
5 C -1.13

The relative energies come out as (1) 1.138; (2) 0.000; (3) 1.203, with values in eV.

(1)
Here is 12 unconnected molecules or ions with the total composition H26NO11 from the Open Molecules 2025 dataset. Energies are from ωB97M-V/def2-TZVPD.

```
! RIJCOSX wB97M-V def2-TZVPD def2/J DEFGRID3
* xyz 1 1
N 0.148 0.128 0.296
H -0.902 -0.246 0.163
H 0.643 0.378 1.203
H 0.314 0.890 -0.319
H 0.636 -0.654 0.076
O -0.955 -1.625 2.799
H -1.677 -2.210 3.037
H -0.706 -1.042 3.446
O 1.207 2.959 -1.827
H 0.556 3.445 -1.924
H 0.910 2.216 -2.358
O -1.494 1.909 0.895
H -1.753 2.145 -0.005
H -0.735 2.247 1.006
O -0.962 -2.784 0.132
H -1.045 -2.813 1.120
H -1.519 -3.532 -0.011
O 2.798 0.992 -0.732
H 2.187 1.685 -1.045
H 3.209 1.239 0.233
O 1.613 -2.543 -1.490
H 2.532 -2.672 -0.942
H 0.818 -3.260 -1.210
O -0.434 1.027 -2.749
H -0.225 0.247 -3.289
H -1.483 0.997 -2.854
O 3.043 -0.555 1.758
H 3.581 0.246 1.885
H 3.467 -1.296 1.417
O -3.444 0.035 1.044
H -3.031 0.891 1.362
H -4.085 -0.213 1.788
O 1.256 2.791 1.018
H 1.480 3.407 0.452
H 1.406 2.825 1.856
O -2.403 -2.076 -2.294
H -2.697 -2.925 -2.593
H -2.237 -2.246 -1.349
*
```

Summary:
* HOMO energy: -0.508 Ha
* orbital gap: 10.85 eV

Results of the Mulliken charge analysis, in e, for atoms 1 through 5:
1 N 0.00
2 H 0.28
3 H 0.28
4 H 0.10
5 H 0.38

(2)
Here is 12 unconnected molecules or ions with the total composition H26NO11 from the Open Molecules 2025 dataset. Energies are from ωB97M-V/def2-TZVPD.

```
! RIJCOSX wB97M-V def2-TZVPD def2/J DEFGRID3
* xyz 1 1
N -2.117 26.077 29.263
H -2.550 26.159 30.336
H -1.421 25.277 29.395
H -1.872 26.950 28.865
H -2.655 25.822 28.607
O 1.296 23.165 28.650
H 1.116 22.250 28.184
H 0.439 23.228 29.174
O -2.724 29.569 29.805
H -3.342 29.777 30.593
H -2.750 30.398 29.321
O -5.451 26.904 30.455
H -5.079 26.077 30.752
H -5.000 27.609 30.852
O -1.973 27.670 26.565
H -2.739 28.049 26.391
H -1.600 27.447 25.796
O 0.435 24.414 31.121
H 0.020 23.713 31.614
H 0.917 24.876 31.806
O -0.242 29.464 27.764
H -0.613 30.240 27.387
H -0.806 28.799 27.383
O 0.846 25.794 27.772
H 1.708 26.172 27.684
H 1.058 24.958 28.031
O -0.090 27.762 30.759
H 0.699 27.216 30.891
H 0.283 28.519 30.444
O -4.402 24.397 30.726
H -4.526 24.444 31.583
H -5.049 23.759 30.429
O -4.684 25.283 26.842
H -4.732 24.327 26.929
H -3.997 25.273 26.060
O -2.138 22.912 28.867
H -1.628 22.292 28.284
H -2.723 22.289 29.386
*
```

Summary:
* HOMO energy: -0.497 Ha
* orbital gap: 10.49 eV

Results of the Mulliken charge analysis, in e, for atoms 1 through 5:
1 N -0.01
2 H 0.33
3 H 0.17
4 H 0.06
5 H 0.34

(3)
Here is 12 unconnected molecules or ions with the total composition H26NO11 from the Open Molecules 2025 dataset. Energies are from ωB97M-V/def2-TZVPD.

```
! RIJCOSX wB97M-V def2-TZVPD def2/J DEFGRID3
* xyz 1 1
N 0.074 0.219 -0.156
H -0.237 -0.878 -0.438
H -0.270 0.897 -0.693
H 1.095 0.472 -0.217
H -0.286 0.509 0.834
O -0.370 0.106 3.141
H 0.125 -0.745 3.209
H -0.410 0.520 4.153
O 0.400 -2.773 -2.120
H -0.387 -2.856 -2.634
H 0.884 -3.556 -2.575
O 1.376 -0.339 -3.052
H 0.768 -1.025 -2.937
H 2.144 -0.835 -3.033
O 1.973 1.713 1.498
H 2.338 1.600 2.386
H 2.079 2.676 1.479
O 2.744 -1.371 0.438
H 2.856 -1.954 -0.178
H 2.199 -1.740 1.139
O -2.486 1.772 2.397
H -1.917 1.106 2.692
H -2.030 2.324 1.706
O -1.912 0.447 -2.803
H -2.248 1.321 -2.410
H -1.699 0.602 -3.687
O -2.227 -1.606 0.962
H -2.277 -2.518 0.729
H -3.123 -1.538 1.075
O -1.759 3.078 0.161
H -2.036 3.248 -0.708
H -1.926 3.993 0.564
O 0.605 -2.995 1.521
H -0.392 -3.120 1.297
H 0.976 -3.931 1.759
O 1.908 2.352 -1.538
H 2.177 1.803 -2.283
H 1.271 3.022 -1.675
*
```

Summary:
* HOMO energy: -0.483 Ha
* orbital gap: 10.23 eV

Results of the Mulliken charge analysis, in e, for atoms 1 through 5:
1 N -0.05
2 H 0.25
3 H 0.27
4 H 0.39
5 H 0.07

The relative energies come out as (1) 1.972; (2) 0.199; (3) 0.000, with values in eV.

(1)
Here is a molecular structure, C26H26BI2N9OS2SeTa from the Open Molecules 2025 dataset. Energies are from ωB97M-V/def2-TZVPD.

```
! RIJCOSX wB97M-V def2-TZVPD def2/J DEFGRID3
* xyz 3 1
Ta -0.036 -0.407 0.103
I -3.067 2.829 6.619
C -2.477 1.940 4.822
C -3.266 2.085 3.684
C -2.851 1.511 2.500
I -4.025 1.553 0.762
C -1.640 0.814 2.436
O -1.172 0.312 1.271
C -0.877 0.621 3.591
C 0.374 -0.221 3.504
N 1.221 0.150 2.340
C 1.659 1.546 2.421
C 2.060 2.112 1.095
C 2.904 3.213 1.046
C 3.199 3.792 -0.174
C 2.655 3.236 -1.325
C 1.842 2.132 -1.198
N 1.540 1.576 -0.013
C -1.300 1.195 4.773
H -4.194 2.637 3.730
H 0.104 -1.274 3.389
H 0.935 -0.120 4.436
H 2.033 -0.458 2.339
H 2.478 1.669 3.132
H 0.822 2.144 2.790
H 3.316 3.614 1.962
H 3.846 4.658 -0.228
H 2.862 3.655 -2.300
H 1.407 1.670 -2.072
H -0.716 1.059 5.676
C -3.975 -2.865 1.914
N -3.794 -2.598 0.493
C -4.795 -2.464 -0.433
C -4.199 -2.257 -1.637
N -2.841 -2.259 -1.448
B -1.774 -2.321 -2.588
N -1.950 -1.109 -3.538
C -2.363 -1.197 -4.845
C -2.247 0.031 -5.409
N -1.746 0.870 -4.443
C -1.506 2.293 -4.636
C -1.571 0.151 -3.318
S -1.139 0.904 -1.805
C -2.618 -2.475 -0.149
S -1.059 -2.671 0.596
H -5.021 -3.092 2.095
H -3.691 -1.995 2.505
H -3.373 -3.719 2.214
H -5.836 -2.542 -0.171
H -4.645 -2.119 -2.607
H -1.927 -3.326 -3.207
H -0.678 -2.237 -2.090
H -2.700 -2.126 -5.271
H -2.478 0.369 -6.405
H -1.082 2.455 -5.624
H -0.820 2.664 -3.879
H -2.439 2.851 -4.564
Se 2.006 -1.265 -2.885
N 3.186 -2.480 -2.620
C 3.214 -2.832 -1.340
C 4.033 -3.811 -0.721
C 3.857 -3.994 0.621
C 2.903 -3.233 1.341
N 2.133 -2.300 0.806
C 2.290 -2.120 -0.514
N 1.532 -1.218 -1.148
H 4.748 -4.375 -1.306
H 4.444 -4.728 1.155
H 2.771 -3.402 2.403
*
```

Summary:
* HOMO energy: -0.564 Ha
* orbital gap: 5.22 eV

Results of the Mulliken charge analysis, in e, for atoms 1 through 5:
1 Ta 0.19
2 I 0.24
3 C -0.66
4 C -0.13
5 C -0.64

(2)
Here is a molecular structure, C26H26BI2N9OS2SeTa from the Open Molecules 2025 dataset. Energies are from ωB97M-V/def2-TZVPD.

```
! RIJCOSX wB97M-V def2-TZVPD def2/J DEFGRID3
* xyz 3 1
Ta 0.130 0.203 -0.026
I -6.759 3.107 -2.285
C -4.976 2.486 -1.461
C -4.612 2.918 -0.183
C -3.412 2.488 0.367
I -2.832 3.138 2.253
C -2.601 1.646 -0.370
O -1.411 1.227 0.198
C -2.926 1.221 -1.642
C -1.989 0.358 -2.462
N -1.236 -0.632 -1.613
C -2.243 -1.592 -1.094
C -1.640 -2.421 -0.034
C -2.119 -3.683 0.274
C -1.515 -4.401 1.286
C -0.438 -3.835 1.955
C -0.018 -2.578 1.601
N -0.608 -1.851 0.613
C -4.140 1.638 -2.181
H -5.258 3.577 0.381
H -1.256 0.968 -2.983
H -2.560 -0.189 -3.213
H -0.583 -1.124 -2.236
H -2.639 -2.215 -1.897
H -3.079 -1.016 -0.688
H -2.952 -4.094 -0.279
H -1.872 -5.390 1.544
H 0.069 -4.362 2.751
H 0.795 -2.105 2.123
H -4.425 1.308 -3.172
C -0.663 4.452 -2.006
N 0.222 4.115 -0.883
C 0.588 4.969 0.127
C 1.477 4.305 0.915
N 1.636 3.051 0.382
B 2.595 1.885 0.779
N 2.726 1.713 2.285
C 3.786 2.043 3.118
C 3.457 1.644 4.365
N 2.214 1.037 4.291
C 1.471 0.496 5.436
C 1.808 1.089 3.019
S 0.312 0.457 2.425
C 0.877 2.957 -0.709
S 0.935 1.612 -1.826
H -0.856 5.519 -1.971
H -1.600 3.905 -1.916
H -0.168 4.208 -2.943
H 0.202 5.972 0.194
H 1.994 4.633 1.800
H 3.672 2.007 0.270
H 1.975 0.870 0.357
H 4.672 2.529 2.749
H 3.993 1.718 5.295
H 2.177 0.020 6.110
H 0.753 -0.237 5.081
H 0.953 1.302 5.951
Se 3.240 -1.800 0.546
N 4.191 -2.407 -0.800
C 3.536 -2.175 -1.915
C 3.993 -2.516 -3.235
C 3.186 -2.182 -4.263
C 1.928 -1.530 -4.012
N 1.464 -1.201 -2.836
C 2.270 -1.514 -1.778
N 1.921 -1.201 -0.538
H 4.945 -3.012 -3.369
H 3.462 -2.399 -5.285
H 1.299 -1.282 -4.860
*
```

Summary:
* HOMO energy: -0.560 Ha
* orbital gap: 5.59 eV

Results of the Mulliken charge analysis, in e, for atoms 1 through 5:
1 Ta 0.37
2 I 0.24
3 C -0.74
4 C -0.10
5 C -0.65

The relative energies come out as (1) 1.536; (2) 0.000, with values in eV.